# 1
Entry from OMol25: the molecule C3H6N2 at a distorted geometry (ωB97M-V with the def2-TZVPD basis set).

## Properties
Relative energy (zero: lowest compared OMol25 entry of this formula, charge and spin) = 5.597 eV
E_LUMO (alpha / beta) = 0.52 / -0.04 eV

Geometry as XYZ:
```
11
Properties=species:S:1:pos:R:3:forces:R:3
C 1.633 0.381 -0.324 -1.477 3.384 -0.195
C 0.709 -0.159 0.575 -1.310 -4.282 0.214
C -0.573 -0.798 -0.117 2.824 -3.823 -1.672
N -2.313 0.653 0.208 -1.464 3.399 0.814
N -1.690 -0.325 -0.230 -1.267 -0.250 -0.572
H 1.314 1.414 -0.585 1.280 -0.801 -0.641
H 2.321 -0.262 -0.751 1.431 -0.512 -1.165
H 1.203 -1.078 1.014 -0.921 1.107 0.524
H 0.122 0.477 1.164 0.145 1.404 1.812
H -0.554 -1.827 -0.605 0.834 1.249 0.648
H -2.172 1.525 -0.351 -0.074 -0.875 0.232
```
Forces are in eV/Å.

Atomic partial charges in e from the natural (NBO) method, atoms 1 to 2: -0.300, -0.536

***

# 2
Entry from OMol25: the molecule C3H6N2 at a distorted geometry (ωB97M-V with the def2-TZVPD basis set).

## Properties
SMILES = C#CNNC
Relative energy (zero: lowest compared OMol25 entry of this formula, charge and spin) = 3.847 eV
E_LUMO = 1.10 eV

Geometry as XYZ:
```
11
Properties=species:S:1:pos:R:3:forces:R:3
C -0.484 2.271 -1.702 1.666 2.442 -1.907
C -0.913 1.371 -1.052 0.437 0.187 0.841
C 0.982 -0.331 0.081 0.486 -1.323 -0.639
N -1.272 0.492 -0.134 -0.042 -0.408 1.668
N -0.360 -0.229 0.701 1.745 -0.548 -2.129
H 0.026 3.088 -2.276 -1.123 -1.483 0.853
H 0.863 -0.881 -0.890 0.230 0.787 0.691
H 1.610 0.590 -0.052 -1.027 -0.407 -0.029
H 1.613 -1.004 0.698 -0.541 0.298 -0.055
H -2.027 -0.085 -0.375 -0.972 -0.858 -0.244
H -0.173 0.127 1.604 -0.859 1.313 0.951
```
Forces are in eV/Å.

Atomic partial charges in e from the natural (NBO) method, atoms 1 to 2: -0.328, 0.124

***

# 3
Entry from OMol25: the molecule C3H6N2 at a distorted geometry (ωB97M-V with the def2-TZVPD basis set).

## Properties
SMILES = CNCC#N
Relative energy (zero: lowest compared OMol25 entry of this formula, charge and spin) = 2.661 eV
E_LUMO = 0.71 eV

Geometry as XYZ:
```
11
Properties=species:S:1:pos:R:3:forces:R:3
C 1.517 -0.686 -0.204 0.016 0.366 -0.020
N 0.176 -0.109 0.108 -0.134 0.595 0.868
C -0.827 1.093 0.099 0.682 -0.713 -0.217
C -1.986 0.241 -0.200 -0.549 -1.042 -0.312
N -2.588 -0.726 -0.399 -0.379 1.122 0.128
H 1.417 -1.771 0.006 -0.217 0.606 -0.082
H 2.348 -0.357 0.439 -0.192 0.324 -0.207
H 1.845 -0.654 -1.250 -0.392 0.475 0.179
H -0.094 -0.572 0.955 -0.260 -0.218 0.101
H -1.022 1.612 1.072 0.696 -0.662 -0.436
H -0.786 1.930 -0.625 0.728 -0.854 -0.003
```
Forces are in eV/Å.

Atomic partial charges in e from the natural (NBO) method, atoms 1 to 2: -0.390, -0.660

***

# 4
Entry from OMol25: a structure of composition C3H6N2 at a distorted geometry (ωB97M-V with the def2-TZVPD basis set).

## Properties
Relative energy (zero: lowest compared OMol25 entry of this formula, charge and spin) = 1.445 eV
E_LUMO = -10.16 eV
Charge = +2

Geometry as XYZ:
```
11
Properties=species:S:1:pos:R:3:forces:R:3
C 0.975 -1.727 1.492 -0.148 -0.999 1.511
C 0.584 -0.967 0.461 -1.588 1.902 -1.698
C -0.764 0.249 -0.190 2.524 -4.958 -0.855
N 1.823 -1.497 0.502 -0.523 0.517 -0.521
N -0.301 1.291 -1.081 -0.502 2.469 2.207
H 0.915 -2.264 2.468 0.096 0.402 -0.831
H -0.801 0.561 0.779 -1.301 1.371 2.417
H -1.563 -0.438 -0.618 0.997 1.041 0.700
H 0.520 1.901 -0.643 -1.864 -1.300 -1.525
H -1.191 1.883 -1.143 1.289 0.091 0.101
H -0.197 1.009 -2.026 1.020 -0.535 -1.505
```
Forces are in eV/Å.

Atomic partial charges in e from the Mulliken method, atoms 1 to 2: 0.170, 0.267

***

# 5
Entry from OMol25: a cluster of 2 separate species, C3H6N2O in total at a distorted geometry (ωB97M-V with the def2-TZVPD basis set).

## Properties
Spin multiplicity = 2
Expectation value of S² = 0.750
Relative energy (zero: lowest compared OMol25 entry of this formula, charge and spin) = 0.715 eV
E_LUMO (alpha / beta) = 3.24 / 3.22 eV
Charge = -1

Geometry as XYZ:
```
12
Properties=species:S:1:pos:R:3:forces:R:3
C -1.007 0.218 -1.446 -0.263 -0.238 -0.276
C -1.666 1.191 -0.755 -0.047 0.687 0.024
N -0.720 2.148 -0.505 0.126 0.315 0.175
C 0.431 1.724 -1.024 0.884 -0.722 -0.783
N 0.307 0.551 -1.615 0.072 0.061 0.108
H -1.397 -0.680 -1.900 -0.098 -0.043 0.192
H -2.682 1.416 -0.486 -0.142 -0.378 0.055
H -0.837 3.059 -0.050 -0.236 -0.066 0.092
H 1.379 2.238 -1.056 -0.272 0.367 0.419
H 2.217 -3.647 2.229 -0.031 0.103 0.087
H 2.186 -4.003 3.730 0.002 0.112 -0.178
O 1.789 -4.216 2.878 0.007 -0.198 0.083
```
Forces are in eV/Å.

Atomic partial charges in e from the natural (NBO) method, atoms 1 to 2: -0.146, -0.349

***

# 6
Entry from OMol25: a structure of composition C3H6N2O (ωB97M-V with the def2-TZVPD basis set).

## Properties
Relative energy (zero: lowest compared OMol25 entry of this formula, charge and spin) = 5.110 eV
E_LUMO (alpha / beta) = -0.13 / -0.13 eV

Geometry as XYZ:
```
12
Properties=species:S:1:pos:R:3:forces:R:3
C -1.328 -0.558 0.543 -0.570 0.569 0.083
N -0.808 0.646 0.276 -0.202 -0.375 0.171
C 1.145 0.623 -0.490 0.476 0.279 -0.222
N 1.630 1.746 -0.341 -0.308 -0.522 -0.067
C 1.148 -0.679 -0.918 -0.072 0.197 0.021
O 0.834 -1.646 -0.109 -0.524 0.106 0.276
H -2.046 -0.956 -0.177 0.160 0.035 -0.041
H -1.512 -0.843 1.583 0.240 -0.089 -0.109
H -0.252 -1.396 0.284 0.749 -0.350 -0.179
H -0.398 0.991 1.148 -0.015 0.043 -0.103
H 0.912 2.456 -0.173 0.058 -0.022 0.038
H 1.048 -0.841 -1.997 0.007 0.130 0.132
```
Forces are in eV/Å.

Atomic partial charges in e from the natural (NBO) method, atoms 1 to 2: -0.353, -0.576

***

# 7
Entry from OMol25: a structure of composition C3H6N2O at a distorted geometry (ωB97M-V with the def2-TZVPD basis set).

## Properties
Relative energy (zero: lowest compared OMol25 entry of this formula, charge and spin) = 6.218 eV
E_LUMO = 0.84 eV

Geometry as XYZ:
```
12
Properties=species:S:1:pos:R:3:forces:R:3
C 1.015 0.038 0.401 -0.643 -0.717 -0.135
C 0.282 -1.096 -0.369 -1.518 0.602 0.987
C -0.173 1.037 0.362 -0.779 -3.089 0.044
N -0.862 0.675 -0.917 0.141 2.939 1.259
N -1.182 -0.563 -0.346 -0.213 -1.846 -0.004
O -1.517 -0.071 1.006 3.721 1.570 -1.878
H 1.409 -0.330 1.384 -1.132 0.606 -0.459
H 1.949 0.254 -0.097 -0.039 1.113 -0.583
H 0.386 -1.268 -1.447 0.766 0.231 0.483
H 0.473 -1.962 0.225 -0.710 -1.043 -0.057
H -0.069 1.995 0.816 -0.371 0.818 0.052
H -1.709 1.290 -1.017 0.778 -1.183 0.290
```
Forces are in eV/Å.

Atomic partial charges in e from the natural (NBO) method, atoms 1 to 2: -0.500, -0.257

***

# 8
Entry from OMol25: a cluster of 2 separate species, C3H6N2O in total at a distorted geometry (ωB97M-V with the def2-TZVPD basis set).

## Properties
Relative energy (zero: lowest compared OMol25 entry of this formula, charge and spin) = 1.429 eV
E_LUMO = 0.98 eV

Geometry as XYZ:
```
12
Properties=species:S:1:pos:R:3:forces:R:3
C -1.858 0.271 -0.372 -0.151 0.023 -0.109
N -0.549 -0.098 0.105 0.228 -0.016 0.082
C 0.495 -0.434 -0.698 -0.019 -0.003 -0.003
N 1.672 -0.616 -0.233 -0.195 -0.026 -0.310
C 1.746 0.552 2.101 1.432 0.017 0.484
O 2.862 0.485 2.304 -1.265 0.148 -0.113
H -2.058 1.345 -0.257 0.051 -0.160 -0.030
H -1.932 0.027 -1.436 -0.010 0.034 0.151
H -2.643 -0.284 0.155 0.125 0.087 -0.094
H 0.216 -0.545 -1.754 0.043 0.020 0.103
H 2.334 -0.848 -0.966 -0.111 -0.048 -0.037
H -0.283 0.146 1.050 -0.129 -0.076 -0.125
```
Forces are in eV/Å.

Atomic partial charges in e from the natural (NBO) method, atoms 1 to 2: -0.402, -0.617

***

What is the formula in the second record?
C3H6N2

***

Number 2 is which compound?
C3H6N2